C47H69N9S | wB97M-V/def2-TZVPD

Structure (XYZ):
```
126
Properties=species:S:1:pos:R:3:lowdin_charge:R:1
C 1.048 -3.909 -0.568 -0.048
C 1.805 -3.129 -1.622 -0.138
C 1.848 -1.473 -1.468 -0.194
C 0.707 -0.940 -0.416 -0.155
C 1.012 -0.434 1.140 -0.024
C -0.229 0.067 2.134 -0.066
C -1.820 0.076 1.618 -0.008
C -2.105 -0.454 0.069 -0.142
C -0.851 -0.939 -0.926 -0.334
S -1.416 -1.519 -2.657 0.779
C -3.008 -2.493 -2.242 -0.384
C -3.393 -3.891 -3.011 -0.078
C -4.756 -4.677 -2.547 -0.089
C -5.644 -4.003 -1.336 -0.088
C -5.321 -2.590 -0.568 -0.019
C -3.936 -1.788 -1.042 -0.140
N -3.541 -0.474 -0.407 -0.014
H 1.494 -3.906 0.516 0.068
H 0.089 -4.498 -0.905 0.069
H 2.347 -3.723 -2.480 0.096
H 2.925 -1.150 -1.088 0.059
H 1.626 -0.969 -2.502 0.107
H 2.134 -0.481 1.481 0.078
H 0.013 0.407 3.251 0.076
H -2.716 0.435 2.315 0.094
H -2.666 -4.280 -3.874 0.098
H -5.060 -5.694 -3.083 0.087
H -6.612 -4.605 -0.986 0.084
H -6.016 -2.172 0.304 0.091
H -4.218 -0.149 0.317 0.081
C 7.026 2.005 -2.337 -0.104
C 5.891 1.388 -3.144 -0.275
C 4.639 1.119 -2.310 -0.182
C 4.875 0.125 -1.252 -0.239
N 5.068 -0.656 -0.416 0.149
H 7.363 1.335 -1.540 0.074
H 7.885 2.205 -2.987 0.053
H 6.715 2.951 -1.884 0.079
H 6.242 0.458 -3.608 0.110
H 5.630 2.073 -3.960 0.092
H 3.843 0.757 -2.971 0.115
H 4.279 2.056 -1.866 0.127
C -8.222 1.260 -1.832 -0.107
C -8.830 0.535 -0.639 -0.288
C -8.631 1.280 0.681 -0.219
C -7.211 1.396 1.049 -0.218
N -6.090 1.489 1.331 0.136
H -7.138 1.360 -1.732 0.071
H -8.420 0.701 -2.753 0.074
H -8.652 2.260 -1.943 0.074
H -8.401 -0.472 -0.571 0.096
H -9.906 0.413 -0.814 0.084
H -9.164 0.744 1.475 0.053
H -9.081 2.278 0.616 0.120
C -12.752 -1.283 1.219 -0.112
C -13.534 -1.500 -0.068 -0.270
C -12.938 -2.591 -0.957 -0.194
C -11.591 -2.246 -1.438 -0.207
N -10.528 -1.972 -1.811 0.162
H -11.730 -0.948 1.018 0.061
H -13.238 -0.515 1.832 0.075
H -12.703 -2.205 1.808 0.078
H -13.590 -0.553 -0.620 0.114
H -14.563 -1.779 0.190 0.109
H -13.598 -2.746 -1.819 0.118
H -12.905 -3.540 -0.408 0.122
C -7.843 3.846 4.736 -0.106
C -9.232 3.861 5.360 -0.270
C -9.847 2.467 5.489 -0.187
C -10.074 1.833 4.181 -0.175
N -10.246 1.336 3.148 0.163
H -7.865 3.458 3.714 0.064
H -7.438 4.863 4.696 0.077
H -7.156 3.230 5.325 0.081
H -9.888 4.508 4.764 0.113
H -9.163 4.309 6.358 0.110
H -10.803 2.549 6.019 0.119
H -9.198 1.831 6.103 0.124
C 3.168 3.327 5.178 -0.120
C 2.540 2.668 3.957 -0.289
C 1.243 3.344 3.511 -0.200
C 0.183 3.246 4.528 -0.239
N -0.646 3.170 5.334 0.134
H 2.512 3.267 6.050 0.071
H 4.108 2.825 5.435 0.035
H 3.390 4.381 4.984 0.078
H 2.357 1.608 4.173 0.095
H 3.258 2.706 3.130 0.100
H 0.897 2.871 2.585 0.102
H 1.436 4.398 3.276 0.121
C 8.368 -1.027 -6.616 -0.111
C 9.311 0.152 -6.812 -0.266
C 8.964 1.352 -5.931 -0.229
C 7.646 1.921 -6.254 -0.226
N 6.605 2.361 -6.509 0.144
H 7.340 -0.770 -6.890 0.072
H 8.679 -1.868 -7.246 0.072
H 8.373 -1.363 -5.574 0.074
H 9.304 0.447 -7.869 0.113
H 10.332 -0.173 -6.578 0.099
H 9.730 2.124 -6.065 0.113
H 8.993 1.058 -4.875 0.056
C 12.568 -2.139 -3.774 -0.110
C 13.511 -0.960 -3.971 -0.269
C 13.164 0.240 -3.090 -0.186
C 11.846 0.809 -3.413 -0.173
N 10.805 1.250 -3.668 0.176
H 11.540 -1.882 -4.049 0.067
H 12.879 -2.979 -4.405 0.076
H 12.573 -2.475 -2.733 0.079
H 13.504 -0.665 -5.028 0.112
H 14.532 -1.285 -3.737 0.111
H 13.930 1.012 -3.224 0.120
H 13.193 -0.054 -2.034 0.125
C 3.530 -1.910 4.983 -0.108
C 5.014 -1.981 5.312 -0.268
C 5.566 -0.675 5.882 -0.189
C 5.490 0.433 4.917 -0.201
N 5.423 1.303 4.154 0.169
H 3.323 -1.163 4.211 0.060
H 3.180 -2.879 4.608 0.077
H 2.943 -1.659 5.872 0.078
H 5.571 -2.263 4.409 0.116
H 5.173 -2.780 6.046 0.109
H 6.612 -0.828 6.171 0.118
H 5.021 -0.409 6.796 0.122
```

As for the structure (SMILES): C=CCc1cccc2c1Sc1ccccc1N2.CCCC#N.CCCC#N.CCCC#N.CCCC#N.CCCC#N.CCCC#N.CCCC#N.CCCC#N. For the HOMO energy, the calculation gives -0.259 hartree. The frontier orbital gap comes out at 7.5 eV. The LUMO energy comes out at 0.46 eV. As for the total charge: 0. Its total energy is -2722.4915 a.u.